No. 1
The following is a quantum chemistry calculation of 2 unconnected molecules or ions with the total composition C6H12SSi at a distorted geometry, from the Open Molecules 2025 dataset.

Properties
**DFT total energy**: -923.2687 Eh
**Max |F|**: 0.0937 hartree/bohr
**Energy above the lowest of the compared OMol25 structures with the same formula, charge and spin**: 34.8 kJ/mol
**HOMO energy (spin up / spin down)**: -9.3 / -9.1 eV
**<S²>**: 2.02

ORCA input file:
```
! RIJCOSX wB97M-V def2-TZVPD def2/J DEFGRID3
* xyz 0 3
C -1.849 -1.408 -1.851
C -1.484 -0.344 -1.455
C -2.276 -2.638 -2.523
C 1.513 2.558 1.886
C -0.342 -0.061 1.853
C 1.973 0.106 -0.472
Si 0.868 1.071 0.718
S -0.566 2.180 -0.506
H -3.340 -3.067 -2.072
H -1.629 -3.454 -2.230
H -2.610 -2.570 -3.553
H 2.398 2.208 2.493
H 1.780 3.351 1.260
H 0.572 2.793 2.316
H -0.993 0.586 2.400
H -0.868 -0.808 1.356
H 0.394 -0.381 2.717
H 2.257 0.925 -1.201
H 2.921 -0.526 -0.204
H 1.280 -0.522 -0.932
*
```

***

No. 2
The following is a quantum chemistry calculation of a molecular structure, C28H22BrN2NdO7S at a distorted geometry, from the Open Molecules 2025 dataset.

Properties
**DFT total energy**: -5250.3004 Eh
**Max |F|**: 0.0545 hartree/bohr
**Energy above the lowest of the compared OMol25 structures with the same formula, charge and spin**: 19.9 kJ/mol
**HOMO energy (spin up / spin down)**: -2.4 / -2.4 eV
**<S²>**: 3.75

ORCA input file:
```
! RIJCOSX wB97M-V def2-TZVPD def2/J DEFGRID3
* xyz -2 4
Nd 0.712 0.340 1.660
O -3.856 -4.267 3.257
C -2.870 -3.319 3.073
C -2.906 -2.066 3.623
C -1.889 -1.146 3.282
N -0.853 -1.500 2.491
C -0.779 -2.740 1.971
C -1.764 -3.685 2.247
C 0.457 -2.970 1.030
O 0.575 -4.095 0.518
O 1.241 -1.984 1.027
C -1.870 0.232 3.841
O -2.899 0.557 4.443
O -0.785 0.853 3.665
H -4.653 -3.810 3.479
H -3.631 -1.702 4.304
H -1.688 -4.706 1.808
S 1.471 3.077 1.640
C -0.265 3.350 1.406
C -0.908 4.603 1.522
C -2.277 4.664 1.318
C -3.009 3.509 1.002
C -2.303 2.311 1.034
N -0.966 2.231 1.211
H -0.437 5.555 1.724
H -2.740 5.670 1.421
H -4.065 3.598 0.752
H -2.802 1.362 0.963
Br 7.960 -0.725 2.493
C 6.055 -0.339 2.453
C 5.361 -0.158 3.626
C 3.993 0.171 3.524
C 3.286 0.201 2.319
C 4.110 0.041 1.154
C 5.474 -0.248 1.212
H 5.939 -0.293 4.526
H 3.451 0.381 4.434
H 3.711 0.219 0.172
H 6.146 -0.396 0.376
C -0.819 -0.400 -6.939
C -0.604 -0.220 -5.415
C -1.272 0.792 -4.717
C -1.148 0.859 -3.295
C -1.895 1.891 -2.585
C -0.263 0.033 -2.629
C 0.392 -0.973 -3.367
C 1.223 -1.983 -2.686
C 0.230 -1.087 -4.751
C -0.034 0.113 -1.167
O 1.033 0.615 -0.752
O -0.913 -0.355 -0.412
H 0.112 -0.626 -7.419
H -1.285 0.437 -7.472
H -1.482 -1.305 -7.093
H -1.882 1.537 -5.242
H -2.138 2.608 -3.317
H -1.322 2.396 -1.837
H -2.767 1.479 -2.093
H 0.609 -2.622 -1.947
H 2.021 -1.462 -2.098
H 1.665 -2.721 -3.426
H 0.812 -1.780 -5.343
*
```

***

No. 3
The following is a quantum chemistry calculation of a gas-phase ion, C6H15N3O (charge +2) at a distorted geometry, from the Open Molecules 2025 dataset.

Properties
**DFT total energy**: -476.3515 Eh
**Max |F|**: 0.1239 hartree/bohr
**Energy above the lowest of the compared OMol25 structures with the same formula, charge and spin**: 560.1 kJ/mol
**HOMO energy**: -17.9 eV

ORCA input file:
```
! RIJCOSX wB97M-V def2-TZVPD def2/J DEFGRID3
* xyz 2 1
C 0.248 1.035 -1.518
C -0.244 -0.166 -0.719
N -0.134 -1.314 -1.662
C 1.162 -0.508 0.404
N 1.421 -1.726 0.686
N 1.736 0.560 0.867
O 2.769 0.301 1.653
C -1.404 -0.184 0.197
C -1.423 0.899 1.370
C -2.411 0.942 0.269
H -0.297 1.042 -2.457
H 1.354 1.134 -1.556
H -0.068 1.928 -1.035
H -0.819 -2.061 -1.272
H 0.733 -1.794 -1.774
H -0.561 -1.112 -2.557
H 0.903 -2.606 0.366
H 2.056 -1.871 1.439
H 1.616 1.544 0.588
H 2.961 0.922 2.340
H -1.672 -1.140 0.730
H -0.556 1.492 1.570
H -1.708 0.449 2.309
H -3.410 0.607 0.413
H -2.249 1.626 -0.649
*
```

***

No. 4
The following is a quantum chemistry calculation of C7H9ClSi in the gas phase at a distorted geometry, from the Open Molecules 2025 dataset.

Properties
**DFT total energy**: -1021.7046 Eh
**Max |F|**: 0.1043 hartree/bohr
**HOMO energy**: -9.0 eV

ORCA input file:
```
! RIJCOSX wB97M-V def2-TZVPD def2/J DEFGRID3
* xyz 0 1
Si -1.319 -2.524 -0.923
C 0.390 -1.674 -0.537
Cl 1.155 -1.150 -2.229
C 0.189 -0.245 0.096
C -0.621 0.804 -0.333
C -0.431 2.147 -0.046
C 0.730 2.589 0.757
C 1.310 1.550 1.405
C 1.000 0.201 1.131
H -1.874 -1.809 0.352
H -1.761 -1.868 -2.139
H -1.640 -4.002 -0.859
H 0.877 -2.387 0.049
H -1.317 0.284 -1.031
H -1.199 2.902 -0.331
H 0.979 3.640 0.611
H 2.059 1.977 2.096
H 1.474 -0.435 1.929
*
```

***

No. 5
The following is a quantum chemistry calculation of 12 unconnected molecules or ions with the total composition C48H64N12 at a distorted geometry, from the Open Molecules 2025 dataset.

Properties
**DFT total energy**: -2524.2710 Eh
**Max |F|**: 0.1139 hartree/bohr
**HOMO energy**: -8.1 eV

ORCA input file:
```
! RIJCOSX wB97M-V def2-TZVPD def2/J DEFGRID3
* xyz 0 1
C 36.916 -4.498 -6.626
C 37.475 -5.837 -6.574
C 36.419 -6.642 -6.266
N 35.274 -5.921 -6.314
C 35.557 -4.623 -6.583
H 37.461 -3.583 -6.806
H 38.535 -6.028 -6.648
H 36.340 -7.718 -6.215
H 34.335 -6.268 -6.179
H 34.661 -4.021 -6.537
C 32.403 -7.282 -14.276
C 32.991 -6.332 -13.471
C 34.145 -6.773 -12.879
N 34.302 -8.049 -13.218
C 33.225 -8.398 -14.041
H 31.514 -7.236 -14.888
H 32.521 -5.361 -13.411
H 34.686 -6.286 -12.081
H 34.946 -8.691 -12.779
H 33.196 -9.387 -14.474
C 29.301 -10.528 -5.765
C 29.975 -9.756 -6.821
C 29.043 -9.582 -7.809
N 27.922 -10.231 -7.481
C 27.989 -10.684 -6.196
H 29.847 -10.823 -4.881
H 31.021 -9.487 -6.786
H 29.106 -8.955 -8.686
H 27.054 -10.171 -7.996
H 27.174 -11.183 -5.693
C 35.219 -8.160 -2.939
C 33.952 -7.478 -3.086
C 33.076 -8.434 -3.443
N 33.675 -9.570 -3.748
C 35.067 -9.409 -3.436
H 36.117 -7.630 -2.657
H 33.744 -6.427 -2.948
H 32.008 -8.481 -3.600
H 33.240 -10.380 -4.167
H 35.874 -10.125 -3.488
C 33.601 -8.235 -8.424
C 33.841 -9.077 -7.297
C 33.370 -10.377 -7.547
N 32.886 -10.349 -8.874
C 33.096 -9.107 -9.358
H 33.614 -7.163 -8.556
H 34.247 -8.791 -6.338
H 33.376 -11.305 -6.996
H 32.357 -11.033 -9.395
H 32.464 -8.817 -10.184
C 29.750 -9.495 -12.002
C 30.031 -10.682 -11.229
C 28.953 -11.490 -11.362
N 28.024 -10.899 -12.127
C 28.436 -9.637 -12.510
H 30.443 -8.672 -12.101
H 31.022 -10.800 -10.816
H 28.856 -12.455 -10.887
H 27.090 -11.189 -12.380
H 27.743 -9.050 -13.094
C 32.072 -4.629 -5.265
C 32.115 -5.958 -5.772
C 31.044 -6.107 -6.728
N 30.261 -4.968 -6.654
C 30.852 -4.048 -5.763
H 32.704 -4.178 -4.514
H 32.810 -6.773 -5.635
H 30.926 -6.884 -7.468
H 29.440 -4.849 -7.229
H 30.330 -3.156 -5.450
C 32.047 -3.381 -10.192
C 32.796 -2.543 -11.043
C 31.903 -1.859 -11.865
N 30.646 -2.049 -11.326
C 30.775 -3.073 -10.465
H 32.354 -4.274 -9.670
H 33.864 -2.546 -11.204
H 32.166 -1.112 -12.598
H 29.784 -1.852 -11.814
H 29.885 -3.563 -10.098
C 38.137 -10.124 -11.181
C 37.905 -11.451 -10.959
C 36.561 -11.560 -10.553
N 35.968 -10.372 -10.598
C 36.892 -9.436 -10.976
H 39.142 -9.761 -11.342
H 38.689 -12.192 -10.920
H 35.989 -12.449 -10.331
H 35.046 -10.200 -10.222
H 36.621 -8.397 -10.858
C 32.115 -14.169 -8.713
C 32.414 -14.305 -7.369
C 31.626 -13.313 -6.666
N 30.802 -12.746 -7.617
C 31.002 -13.384 -8.815
H 32.556 -14.840 -9.435
H 33.048 -15.047 -6.906
H 31.588 -13.094 -5.609
H 30.190 -11.991 -7.341
H 30.372 -13.058 -9.630
C 38.749 -4.868 -10.800
C 37.778 -4.303 -9.762
C 36.719 -3.284 -10.331
C 37.274 -1.972 -10.656
N 37.736 -0.941 -10.915
H 38.165 -5.383 -11.563
H 39.496 -5.533 -10.367
H 39.182 -3.936 -11.163
H 38.467 -3.875 -9.033
H 37.233 -5.082 -9.229
H 35.986 -3.115 -9.542
H 36.136 -3.857 -11.052
C 36.926 -11.329 -5.802
C 36.679 -12.807 -6.191
C 36.051 -13.686 -5.104
C 34.757 -13.121 -4.635
N 33.709 -12.686 -4.234
H 37.916 -11.099 -6.197
H 37.147 -11.290 -4.736
H 36.056 -10.726 -6.059
H 37.639 -13.191 -6.534
H 36.161 -12.833 -7.150
H 36.792 -13.660 -4.305
H 35.910 -14.733 -5.373
*
```

***

No. 6
The following is a quantum chemistry calculation of a gas-phase ion, C2HCl2O3 (charge -1) at a distorted geometry, from the Open Molecules 2025 dataset.

Properties
**DFT total energy**: -1222.9891 Eh
**Max |F|**: 0.1227 hartree/bohr
**Energy above the lowest of the compared OMol25 structures with the same formula, charge and spin**: 106.0 kJ/mol
**HOMO energy**: -5.3 eV

ORCA input file:
```
! RIJCOSX wB97M-V def2-TZVPD def2/J DEFGRID3
* xyz -1 1
O 1.103 2.273 0.116
C 0.747 1.279 0.638
O 0.790 0.739 1.748
O 0.243 0.384 -0.571
C -0.561 -0.849 -0.358
Cl -1.979 -0.700 -1.433
Cl 0.337 -2.310 -0.781
H -0.681 -0.815 0.640
*
```

***

No. 7
The following is a quantum chemistry calculation of 19 unconnected molecules or ions with the total composition C10H58NO22S at a distorted geometry, from the Open Molecules 2025 dataset.

Properties
**DFT total energy**: -2523.9067 Eh
**Max |F|**: 0.0416 hartree/bohr
**HOMO energy**: -3.1 eV

ORCA input file:
```
! RIJCOSX wB97M-V def2-TZVPD def2/J DEFGRID3
* xyz -1 1
C 3.869 -1.055 1.573
C 2.575 -0.511 0.858
O 3.019 0.396 -0.152
C 1.859 1.028 -0.756
C 1.447 0.134 -1.964
O 0.143 0.336 -2.441
C -0.847 0.085 -1.422
S -1.568 1.766 -1.038
O -1.894 -0.749 -1.956
C -1.843 -1.982 -1.215
C -2.742 -1.944 0.100
N -3.476 -0.683 0.281
C -4.876 -0.931 0.643
C -5.851 0.274 0.340
C -5.131 1.505 -0.257
O -6.527 0.684 1.550
H 4.725 -0.926 0.889
H 3.751 -2.123 1.758
H 3.977 -0.478 2.510
H 1.956 -0.024 1.634
H 2.067 -1.359 0.367
H 1.097 1.103 0.037
H 2.096 2.052 -1.105
H 2.127 0.407 -2.803
H 1.678 -0.935 -1.744
H -2.419 2.138 -2.061
H -2.221 -2.843 -1.812
H -0.785 -2.101 -0.916
H -2.083 -2.145 0.968
H -3.458 -2.791 0.048
H -3.011 -0.117 0.978
H -4.940 -1.084 1.751
H -5.277 -1.822 0.130
H -6.651 -0.003 -0.371
H -5.809 2.338 -0.514
H -4.320 1.861 0.413
H -4.627 1.160 -1.180
H -6.151 1.507 1.858
O 6.889 0.048 -0.484
H 6.954 -0.699 -1.085
H 5.937 0.207 -0.418
O 0.554 1.593 -5.220
H 0.099 0.991 -5.822
H 0.196 1.370 -4.346
O 5.326 2.757 0.281
H 5.945 2.032 0.172
H 4.550 2.463 -0.216
O 5.971 -2.367 2.868
H 5.885 -2.731 3.757
H 6.790 -1.873 2.900
O -1.871 2.845 2.068
H -1.876 3.804 2.017
H -1.658 2.558 1.160
O -1.646 2.446 4.864
H -1.864 2.254 3.935
H -1.266 1.628 5.192
O 2.720 4.295 1.318
H 2.739 5.062 0.739
H 3.424 3.730 0.982
O 7.098 -1.352 5.087
H 7.128 -0.479 4.674
H 6.546 -1.221 5.863
O -0.357 0.229 -7.704
H 0.394 0.484 -8.246
H -1.121 0.557 -8.193
O -4.395 -1.976 -3.201
H -4.553 -1.189 -3.727
H -3.548 -1.793 -2.768
O 2.086 -3.550 1.413
H 1.805 -3.799 0.527
H 2.507 -4.344 1.757
O -8.391 0.524 -1.788
H -8.775 -0.077 -2.433
H -8.748 0.227 -0.945
O 7.165 0.695 2.586
H 7.189 1.655 2.539
H 7.330 0.407 1.678
O 4.742 -3.127 5.666
H 3.798 -3.282 5.544
H 4.922 -3.460 6.550
O -6.196 2.605 -3.411
H -6.342 3.446 -2.971
H -7.031 2.137 -3.303
O -2.280 0.079 -10.058
H -2.193 -0.674 -10.649
H -3.230 0.218 -9.994
O 3.579 -0.432 5.376
H 4.239 -1.127 5.251
H 2.797 -0.766 4.926
O -2.957 -1.880 3.270
H -3.066 -1.026 3.700
H -3.823 -2.291 3.343
*
```

***

No. 8
The following is a quantum chemistry calculation of a molecular structure, C29H28N4O6V, from the Open Molecules 2025 dataset.

Properties
**DFT total energy**: -2736.4822 Eh
**Max |F|**: 0.0110 hartree/bohr
**Energy above the lowest of the compared OMol25 structures with the same formula, charge and spin**: 0.0 kJ/mol
**HOMO energy (spin up / spin down)**: 0.4 / 0.2 eV
**<S²>**: 0.78

ORCA input file:
```
! RIJCOSX wB97M-V def2-TZVPD def2/J DEFGRID3
* xyz -2 2
V -0.285 -0.854 0.199
O -3.976 -1.078 -3.759
C -2.831 -1.067 -4.461
C -2.903 -1.175 -5.850
C -1.751 -1.187 -6.619
C -0.502 -1.095 -6.015
C -0.425 -0.985 -4.636
C -1.568 -0.961 -3.841
C -1.416 -0.832 -2.370
O -0.252 -0.757 -1.863
N -2.518 -0.835 -1.653
N -2.225 -0.776 -0.307
C -3.283 -0.743 0.488
C -3.221 -0.824 1.907
C -4.407 -0.709 2.664
C -4.425 -0.807 4.039
C -3.226 -1.035 4.723
C -2.044 -1.159 4.017
C -1.993 -1.052 2.614
O -0.848 -1.160 2.005
H -3.698 -1.047 -2.781
H -3.884 -1.255 -6.304
H -1.830 -1.274 -7.698
H 0.400 -1.109 -6.614
H 0.528 -0.914 -4.126
H -4.263 -0.707 0.016
H -5.334 -0.536 2.124
H -5.359 -0.708 4.583
H -3.220 -1.111 5.805
H -1.100 -1.331 4.522
C 0.543 -4.847 -1.223
C 0.854 -3.466 -0.673
O -0.131 -2.886 -0.121
C 2.138 -2.975 -0.810
C 2.635 -1.711 -0.351
C 4.112 -1.465 -0.549
N 1.910 -0.782 0.196
N 2.587 0.430 0.410
C 2.497 0.921 1.627
O 1.989 0.444 2.668
C 3.040 2.346 1.706
C 3.553 3.023 0.599
C 3.980 4.337 0.708
C 3.902 5.003 1.928
C 3.396 4.336 3.035
C 2.971 3.019 2.923
H 0.093 -5.453 -0.435
H 1.428 -5.350 -1.613
H -0.196 -4.747 -2.021
H 2.862 -3.622 -1.288
H 4.595 -2.340 -0.983
H 4.584 -1.214 0.402
H 4.255 -0.599 -1.199
H 3.586 2.492 -0.343
H 4.370 4.852 -0.164
H 4.230 6.034 2.010
H 3.329 4.848 3.990
H 2.560 2.473 3.764
C -0.782 1.939 2.543
C -0.361 2.132 1.121
C -0.015 3.521 0.655
O -0.237 1.195 0.343
H -0.821 2.888 3.081
H -0.052 1.268 3.004
H -1.754 1.443 2.589
H 0.774 3.932 1.291
H -0.890 4.171 0.749
H 0.326 3.493 -0.377
*
```